C26H35FN2O6PS2 | ωB97M-V/def2-TZVPD

Output
* charge: -1
* HOMO: -4.47 eV

Positions of all 73 atoms, in Å:
S -0.65433 -4.78856 -1.25387
S -3.45962 -3.29607 -1.32450
P -1.49449 -2.83195 -0.04489
F -0.58315 -0.40744 -0.91385
O -1.41098 5.65389 -0.81868
O 4.92485 2.07362 4.20665
O 1.63074 -1.31552 -6.33729
O 0.47915 1.30991 6.97741
O -1.06306 0.02936 -10.69165
O 1.83029 5.49019 3.36292
N 0.00649 -2.60611 0.86765
N -0.68233 -1.37763 5.28615
C -0.81332 -1.69183 -1.49776
C -0.67840 5.60283 0.14385
C 0.23228 4.45048 0.36802
C -0.00530 0.07030 -7.30432
C 3.91143 1.90869 4.85177
C -1.88737 -0.43256 1.73270
C 2.79326 2.88360 4.79630
C 1.08222 5.51773 2.40650
C 0.22350 -2.56314 -3.67612
C -2.15277 -4.00677 1.27176
C -2.48677 -1.36587 0.66873
C 0.46698 -2.02124 -2.26188
C 3.74026 0.71359 5.71769
C -0.68225 0.40853 -8.39803
C 1.22887 -1.71689 -8.62272
C -0.45326 -0.28315 -9.69062
C 2.62371 0.52122 6.41375
C 1.68543 2.69880 5.50863
C 1.01088 -1.01445 -7.33084
C 1.05214 4.41446 1.41520
C -1.95532 -0.93376 3.19277
C 0.55216 -1.37607 -9.71528
C -0.65649 6.70038 1.14687
C -0.60533 -1.29697 3.81472
C 0.15885 6.66032 2.19601
C 1.50878 1.50231 6.36631
H -0.46876 -3.40720 -3.65870
H -1.71432 -3.70561 2.22930
H -0.25435 -2.24677 3.41031
H -1.42873 1.19253 -8.40601
H 0.66568 -4.70426 -1.01784
H 1.00458 -1.06634 -2.35160
H 0.41873 -3.49471 1.11985
H 0.85225 3.38971 5.47754
H 2.92208 3.74119 4.14566
H -2.80802 -0.76989 -0.19012
H -2.62481 -1.79805 3.27177
H 0.19793 7.44489 2.94095
H -2.45032 0.51104 1.67982
H -0.20235 -1.77366 -4.30904
H -2.39569 -0.15375 3.83031
H 0.18307 3.65542 -0.36513
H -1.88790 -5.04183 1.05448
H 4.56565 0.01325 5.72809
H 0.12753 -0.53470 3.50653
H 1.96526 -2.51042 -8.61027
H 1.15753 -2.89133 -4.14289
H -2.88806 -3.71186 -2.46278
H 0.70338 -2.04996 0.39017
H -0.85533 -0.17943 1.47531
H -3.23779 -3.92420 1.32570
H 1.12049 -2.68936 -1.69514
H 2.46111 -0.34921 7.03671
H -0.15494 0.55175 -6.34617
H 1.72509 3.58662 1.60023
H -1.63967 -1.55695 -2.20450
H -0.11317 -2.14069 5.62702
H -1.33828 7.52121 0.96404
H 0.69159 -1.86821 -10.66950
H -3.41059 -1.78950 1.08646
H -0.30654 -0.53397 5.69939



C3H5IO | ωB97M-V/def2-TZVPD

Output
* relative energy (zero: lowest compared OMol25 entry of this formula, charge and spin): 99.7 kcal per mole
* HOMO (alpha / beta): -8.62 / -8.62 eV

Positions of all 10 atoms, in Å:
I -2.52585 -0.12432 -0.04782
O -0.16227 2.25295 -0.13973
C 0.44893 -0.69492 0.28700
C -0.63535 0.01030 0.77719
C 0.59334 -1.33243 -0.89289
H 1.40476 -0.61070 0.82853
H 1.56401 -1.81011 -1.19592
H -0.17684 -1.14992 -1.73703
H -0.68007 0.71136 1.61260
H 0.16933 2.74779 0.50807



C39H53N8Ti | ωB97M-V/def2-TZVPD

Output
* relative energy (zero: lowest compared OMol25 entry of this formula, charge and spin): 57.0 kcal per mole
* HOMO (alpha / beta): -6.36 / -6.60 eV
* spin multiplicity: 2

Positions of all 101 atoms, in Å:
Ti -0.25661 0.27806 0.08425
N -0.55150 -0.06101 2.23469
N 1.12419 -2.39238 2.04578
N 2.67534 -2.89755 0.28223
N 0.98937 -0.61397 -4.08157
N -0.92553 0.57880 -3.65318
N 1.53966 -0.85544 0.38062
N 0.68056 0.48809 -2.00267
N -0.97609 -2.39435 -1.61444
C -3.25036 -0.39726 1.18260
C 2.06483 0.42493 -1.67596
C -1.27470 3.20533 0.33204
C -0.75483 -1.47079 -0.93740
C 0.75497 -0.52464 -5.51447
C -3.23968 -2.49649 4.36072
C -3.60246 -1.96177 3.13207
C 3.02612 1.08731 -2.45440
C -2.36173 0.09301 0.20945
C -1.87851 -0.34742 -4.26314
C 1.81679 -2.16739 3.30986
C -2.44116 3.76442 -0.41820
C -1.24165 3.07951 1.73314
C 2.34846 2.58597 0.95767
C 4.36688 1.05553 -2.13799
C -5.17917 0.31869 -0.12787
C -4.31774 0.72868 -1.13828
C 3.85595 -0.28379 -0.22407
C -2.03415 -2.12019 4.94047
C -2.95414 0.60008 -0.95279
C -1.31357 1.97316 -3.48944
C 0.58316 3.53453 -1.41917
C -4.64040 -0.24670 1.01367
C 4.78925 0.35775 -1.00763
C -1.52563 -0.81058 2.97273
C 0.00233 2.89090 -0.17867
C 3.62825 -3.59737 1.13082
C -2.42091 3.24282 2.65467
C 0.27732 0.13828 -3.20512
C -2.78251 -1.06916 2.43143
C 1.80090 -2.00750 0.88560
C 0.83679 2.55572 0.94244
C 0.06984 2.73514 2.10630
C 2.49417 -0.26046 -0.53429
C 2.12550 -3.75307 -0.77767
C 0.59390 2.62566 3.50587
C 1.82206 -1.73132 -3.67962
C 0.43524 -3.68297 1.93785
C -1.18980 -1.27502 4.23799
H 0.34181 -0.15900 2.67635
H -6.25535 0.43311 -0.22870
H 1.42119 4.18324 -1.13873
H 1.09011 -2.23089 4.11710
H -2.32474 2.61938 3.55073
H -1.51698 -1.36753 -4.16152
H 0.17215 -1.37043 -5.88991
H -2.53948 4.27902 2.99586
H -0.16435 2.25945 4.20839
H -0.24330 -0.96464 4.67280
H 2.26447 -1.16902 3.32282
H 2.68594 1.64109 -3.32226
H -2.82341 -0.29342 -3.71887
H -0.15868 4.17808 -1.89806
H 2.76752 2.58111 -0.05159
H 5.83807 0.33068 -0.73378
H 0.92726 3.60170 3.87511
H 4.41548 -3.99488 0.49087
H -1.08474 2.34216 -2.49566
H -0.22717 -3.78467 2.79867
H -5.31561 -0.56085 1.80496
H -4.70951 1.15970 -2.05594
H -0.81242 2.61608 -4.21948
H -0.17772 -3.69886 1.03661
H 4.09467 -2.91374 1.83968
H -4.54947 -2.25748 2.69383
H -2.06460 -0.12003 -5.31946
H 2.70891 3.49476 1.45779
H 1.27177 -3.28374 -1.25726
H 1.45799 1.95425 3.56096
H 2.77192 -1.69167 -4.21620
H -0.77931 0.94108 2.21879
H 1.78158 -4.70595 -0.35929
H -2.26301 3.79956 -1.49536
H -1.75227 -2.48003 5.92444
H -3.35219 2.95185 2.15619
H 4.16961 -0.78861 0.68334
H 1.11840 -4.54140 1.92388
H -3.34873 3.17952 -0.25852
H 1.71943 -0.52517 -6.02499
H 2.60114 -2.90081 3.51473
H 1.31906 -2.67421 -3.90499
H 0.95357 2.84164 -2.17202
H 2.90205 -3.96157 -1.51801
H 2.02493 -1.69635 -2.62429
H 0.23404 0.39707 -5.75921
H -2.30535 0.89409 -1.76313
H -3.89777 -3.19711 4.86408
H 3.19042 -4.43594 1.68147
H -2.64911 4.78774 -0.08621
H -2.38979 2.05207 -3.64759
H 2.79116 1.73743 1.49113
H 5.08143 1.58832 -2.75646



C42H57BaBrN10O4SSi2 | ωB97M-V/def2-TZVPD

Output
* relative energy (zero: lowest compared OMol25 entry of this formula, charge and spin): 62.8 kcal per mole
* charge: -2
* HOMO: 0.26 eV

Positions of all 118 atoms, in Å:
Ba -0.26270 -0.81401 -1.49896
Br 1.05317 2.07665 -0.19009
S -4.07049 0.84394 -1.03525
Si 1.92048 3.91632 0.67370
Si -0.34286 -2.76632 1.39282
O 1.07730 0.49504 -2.68943
O -3.30979 1.92532 -0.43289
O -5.23146 1.25332 -1.78820
O -1.32120 0.27177 0.87783
N -2.14202 -1.34757 -3.52621
N -6.60631 -2.25262 3.42631
N 1.33959 -1.68760 -6.20885
N 0.96453 -1.87677 -3.85476
N 1.50675 -3.25055 -1.41918
N -3.00993 -0.10095 -1.73925
N -4.46563 -0.88414 -3.38578
N 2.33780 -3.44797 -4.97695
N 0.06210 -0.15493 -5.14418
N 2.66379 -3.25889 -7.23306
C -2.80752 -5.91796 2.49927
C 2.55606 2.84575 3.25295
C -1.14685 -4.45578 1.43449
C 2.70637 4.83639 -0.82728
C 0.46821 -1.40823 5.27526
C 3.03990 6.29557 -0.48399
C 3.99159 4.13202 -1.27642
C -0.18627 -1.91072 4.16425
C -0.40690 5.56167 0.41056
C -2.16851 -4.69709 2.38534
C -5.97987 -1.48722 2.41963
C 1.83774 -1.72440 2.89230
C -4.62356 -1.64922 2.15344
C 4.18204 4.50871 2.36066
C -6.73736 -0.69365 1.56345
C 1.72874 -2.93403 -3.87771
C 1.83100 -3.93409 -0.33291
C 1.75343 4.80864 -2.03368
C 3.18187 -5.48501 -1.52736
C -0.83693 -5.54028 0.59487
C -2.39424 -2.01920 -4.64102
C 1.00960 6.03115 2.40648
C -4.66589 -1.53624 -4.50055
C -4.01468 -0.95818 1.12148
C -1.48630 -6.76373 0.69877
C 1.81149 -1.04621 5.20622
C 2.66402 -5.05699 -0.33052
C -6.13132 -0.00792 0.52126
C 4.07905 2.19275 1.43668
C 2.03200 -3.66946 -2.59966
C 0.47683 4.92218 1.48770
C 0.47457 -2.09413 2.92697
C -0.43580 4.00106 2.30905
C -2.47325 -6.97105 1.65048
C -3.63979 -2.15597 -5.21133
C 2.86162 -4.77459 -2.68461
C 0.79262 -1.24852 -5.06286
C 2.48706 -1.20565 4.00466
C 2.08945 -2.77969 -6.09006
C -3.19000 -0.75736 -2.90167
C -4.76446 -0.12061 0.30454
C 3.23923 3.35800 1.98000
H 4.35484 4.59754 -2.20036
H 4.79851 4.82608 1.51857
H -0.58395 0.33696 1.49968
H -1.23432 4.59776 2.76667
H 1.83393 2.05561 3.03838
H 3.69439 6.38477 0.38550
H 4.86368 4.17901 3.15506
H 2.31917 -0.64357 6.07510
H -4.02459 -2.31814 2.76175
H 1.53531 5.62735 3.27244
H 2.21919 5.34859 -2.86805
H 3.83176 -6.35242 -1.57480
H 3.31097 2.42596 3.92864
H -5.97952 -2.49948 4.17710
H -1.27958 6.02598 0.88524
H 2.88684 -5.56745 0.59832
H 0.08442 3.48476 3.11174
H 3.23774 -4.07735 -7.18712
H -6.71589 0.62512 -0.13059
H 4.79117 4.21682 -0.53862
H -3.80151 -2.70085 -6.12960
H -1.53154 1.19060 0.64178
H 3.46242 1.31779 1.23082
H -3.58334 -6.05018 3.24637
H -0.77495 4.82281 -0.30342
H 0.17151 6.62880 2.78672
H 4.82406 1.90557 2.19016
H 1.35459 -3.50184 0.62397
H -0.30828 -1.95343 0.17129
H 3.81773 3.07432 -1.48498
H -1.52170 -2.46886 -5.10806
H -2.97813 -7.92707 1.72701
H 2.04530 3.63981 3.79839
H -0.07937 -5.43907 -0.17213
H 3.24957 -5.06748 -3.64647
H 2.50764 -2.78564 -8.10133
H -1.23614 -2.16574 4.24143
H 3.53409 -0.92885 3.93381
H -0.07464 -1.28196 6.20658
H 0.11330 6.34522 -0.14096
H -7.44786 -1.82375 3.77973
H 2.14344 6.88456 -0.28675
H 3.64756 5.38503 2.73065
H 1.55678 3.78693 -2.36802
H 2.39703 -1.84394 1.97029
H -0.91134 3.24884 1.68047
H -0.37668 0.25877 -4.32122
H -5.69883 -1.57767 -4.84493
H 4.61597 2.43901 0.52491
H -7.80911 -0.60440 1.71239
H -1.21338 -7.56796 0.02292
H -0.03218 0.27585 -6.04516
H -2.46180 -3.89354 3.04859
H 0.79622 5.28323 -1.83264
H -2.95295 -1.08430 0.95750
H 1.69009 6.71164 1.89134
H 3.55418 6.76302 -1.33288



| no. | E_tot (eV) |
| --- | --- |
| 1 | -76469.0991 |
| 2 | -13335.0492 |
| 3 | -76338.1459 |
| 4 | -164897.9794 |